{"formula": "C21H38BrNO6RuS", "method": "the ωB97M-V functional and the def2-TZVPD basis", "species": ["Ru", "C", "C", "O", "C", "C", "O", "C", "C", "O", "C", "C", "O", "C", "C", "O", "H", "H", "H", "H", "H", "H", "H", "H", "H", "H", "H", "H", "H", "H", "H", "H", "H", "H", "H", "H", "Br", "C", "C", "C", "N", "C", "C", "H", "H", "H", "H", "C", "C", "C", "S", "O", "C", "C", "C", "H", "H", "H", "H", "H", "H", "H", "H", "H", "H", "H", "H", "H", "H"], "xyz": [[0.136, -0.543, -0.069], [-1.028, 2.040, -1.674], [-0.124, 1.278, -2.613], [-0.235, -0.139, -2.322], [-1.352, -0.779, -2.988], [-1.726, -1.995, -2.184], [-1.810, -1.535, -0.824], [-2.444, -2.430, 0.110], [-2.624, -1.630, 1.369], [-1.342, -1.048, 1.701], [-1.442, -0.056, 2.741], [-0.039, 0.408, 3.025], [0.628, 0.721, 1.780], [0.798, 2.115, 1.435], [-0.407, 2.610, 0.667], [-0.705, 1.606, -0.330], [-2.082, 1.822, -1.848], [-0.879, 3.115, -1.773], [0.922, 1.530, -2.448], [-0.381, 1.457, -3.657], [-1.051, -1.049, -4.001], [-2.193, -0.086, -3.032], [-0.991, -2.800, -2.257], [-2.697, -2.372, -2.509], [-1.817, -3.313, 0.258], [-3.416, -2.736, -0.280], [-2.959, -2.263, 2.191], [-3.345, -0.824, 1.211], [-1.885, -0.502, 3.634], [-2.087, 0.756, 2.395], [0.550, -0.381, 3.493], [-0.040, 1.280, 3.678], [1.689, 2.143, 0.810], [0.971, 2.701, 2.337], [-0.176, 3.563, 0.190], [-1.287, 2.741, 1.298], [2.725, -6.891, 0.554], [1.990, -5.197, 0.412], [1.452, -4.560, 1.529], [0.908, -3.304, 1.380], [0.881, -2.658, 0.200], [1.414, -3.277, -0.872], [1.965, -4.535, -0.815], [1.451, -5.040, 2.498], [0.465, -2.793, 2.225], [1.395, -2.733, -1.811], [2.370, -4.996, -1.706], [3.824, -1.949, -3.779], [3.497, -0.493, -3.468], [4.192, 0.024, -2.213], [3.493, -0.707, -0.728], [2.098, 0.001, -0.617], [4.502, 0.069, 0.534], [4.055, -0.335, 1.933], [4.924, 0.336, 2.994], [3.305, -2.284, -4.675], [3.547, -2.617, -2.958], [4.893, -2.079, -3.954], [2.417, -0.343, -3.372], [3.820, 0.141, -4.295], [4.117, 1.106, -2.085], [5.248, -0.260, -2.197], [4.463, 1.148, 0.365], [5.519, -0.278, 0.329], [4.120, -1.423, 2.031], [3.008, -0.054, 2.068], [5.969, 0.048, 2.886], [4.605, 0.046, 3.994], [4.867, 1.423, 2.923]], "atomic_forces_ev_per_a": [[-0.008, -0.052, 0.034], [-0.098, -0.028, 0.064], [0.032, -0.033, -0.020], [-0.016, -0.044, 0.010], [0.005, 0.012, -0.012], [-0.051, 0.005, -0.008], [0.049, 0.006, 0.029], [-0.018, 0.010, -0.034], [-0.005, 0.004, 0.022], [0.001, 0.004, -0.013], [-0.026, -0.004, -0.011], [0.029, 0.011, 0.013], [-0.053, -0.007, -0.039], [0.003, 0.016, 0.011], [-0.074, -0.040, 0.015], [0.183, 0.034, -0.078], [-0.008, 0.029, 0.011], [0.039, -0.001, -0.013], [-0.001, 0.005, 0.001], [0.006, 0.014, 0.002], [-0.016, 0.007, -0.009], [0.007, 0.009, 0.008], [0.016, 0.003, 0.007], [0.007, -0.018, 0.002], [0.013, 0.005, -0.005], [0.005, -0.019, 0.001], [-0.011, 0.000, -0.001], [0.007, 0.012, 0.006], [0.004, 0.005, 0.011], [-0.010, -0.012, -0.004], [-0.001, 0.000, 0.000], [0.006, -0.008, 0.010], [0.000, 0.011, 0.002], [-0.001, 0.002, 0.000], [-0.002, 0.002, -0.006], [0.006, 0.006, 0.000], [0.001, -0.005, 0.003], [0.009, -0.017, -0.005], [-0.012, 0.005, 0.008], [0.002, 0.001, 0.008], [0.022, 0.083, -0.052], [-0.023, -0.025, 0.000], [-0.015, 0.011, 0.007], [0.003, -0.003, -0.003], [0.008, 0.009, -0.005], [0.008, 0.017, -0.001], [0.001, -0.004, 0.003], [0.016, -0.008, 0.034], [0.009, -0.009, -0.009], [-0.018, -0.010, 0.001], [0.094, -0.012, -0.009], [-0.078, -0.027, 0.051], [-0.025, 0.032, -0.004], [0.014, -0.034, 0.007], [0.010, 0.013, -0.019], [-0.010, 0.005, -0.008], [0.001, 0.000, -0.007], [-0.005, 0.002, -0.003], [-0.007, 0.003, -0.001], [0.000, 0.010, 0.006], [-0.002, 0.006, -0.011], [0.007, 0.005, 0.005], [0.006, 0.002, 0.018], [0.003, -0.006, -0.032], [-0.010, 0.015, -0.006], [-0.024, -0.003, 0.017], [-0.001, -0.001, 0.000], [-0.003, -0.003, -0.004], [0.000, 0.001, 0.005]], "nbo_charge": [1.881, -0.094, -0.100, -0.576, -0.091, -0.095, -0.577, -0.092, -0.089, -0.589, -0.097, -0.094, -0.579, -0.094, -0.091, -0.611, 0.216, 0.236, 0.226, 0.239, 0.238, 0.211, 0.203, 0.243, 0.209, 0.241, 0.236, 0.214, 0.238, 0.202, 0.222, 0.238, 0.223, 0.237, 0.233, 0.212, 0.256, -0.029, -0.248, 0.055, -0.603, 0.040, -0.253, 0.272, 0.221, 0.214, 0.271, -0.618, -0.417, -0.570, 1.241, -1.015, -0.581, -0.402, -0.612, 0.244, 0.183, 0.239, 0.195, 0.256, 0.252, 0.266, 0.245, 0.269, 0.218, 0.194, 0.233, 0.238, 0.216], "orbital_gap_ev": [9.4553, 6.3940], "total_charge": 3, "spin_multiplicity": 6, "lumo_energy_ha": [-0.299, -0.411]}